This record from the OMol25 dataset describes one molecule with the formula C21H20F2N4O in a non-equilibrium geometry. The level of theory is the ωB97M-V functional and the def2-TZVPD basis.

Geometry (Å):
C: 1.66332 -3.99657 -0.59518
C: 1.02247 -2.66459 -0.17605
C: 0.29122 -2.71178 0.97114
C: -0.21498 -1.52757 1.45987
N: -1.14848 -1.34167 2.46750
C: -1.65339 -2.38206 3.18719
C: -3.00380 -2.30571 3.45915
C: -3.54054 -3.26293 4.37260
C: -4.97701 -3.00131 4.88902
F: -5.94926 -3.75753 4.29163
F: -5.07531 -3.16983 6.28778
C: -2.80326 -4.31551 4.81214
C: -1.48841 -4.35816 4.31601
N: -0.87670 -3.39425 3.57529
N: 0.02591 -0.34333 0.98774
C: 0.72204 -0.30002 -0.18374
C: 0.87518 0.97642 -0.85371
C: 2.09814 1.31021 -1.38700
C: 2.21378 2.44647 -2.14026
C: 1.09621 3.28997 -2.32212
C: 1.30479 4.46813 -3.09308
O: 0.25383 5.47534 -2.81740
C: 1.47914 4.13179 -4.58541
C: 2.64755 4.96990 -4.85842
C: 2.63852 5.30318 -3.27906
N: -0.08947 3.02095 -1.83794
C: -0.13952 1.91952 -1.08273
C: 1.17799 -1.38270 -0.75518
H: 2.71271 -4.02838 -0.71705
H: 1.47527 -4.64539 0.25208
H: 1.14086 -4.44204 -1.48521
H: -0.18299 -3.61791 1.32892
H: -1.19693 -0.43654 2.81306
H: -3.67035 -1.53462 2.92471
H: -5.27146 -2.01243 4.64744
H: -3.22217 -5.02098 5.53654
H: -0.85879 -5.25439 4.54483
H: 2.90059 0.61553 -1.05465
H: 3.07025 2.81061 -2.69114
H: -0.42070 4.96486 -2.35574
H: 0.69383 4.38810 -5.22818
H: 1.56409 3.01463 -4.72765
H: 2.58607 5.65885 -5.70639
H: 3.52405 4.43695 -4.98925
H: 2.55415 6.34319 -3.12519
H: 3.51094 5.05243 -2.78327
H: -1.05338 1.76668 -0.50766
H: 1.59400 -1.15550 -1.78600

Forces on atoms 1 to 3 (eV/Å):
C -2.4 0.0 -0.4
C 1.3 -0.2 -0.4
C -1.5 -0.7 0.0

**Calculated total energy**: -35541.697 eV
**SMILES**: Cc1cc(Nc2cc(C(F)F)ccn2)nc(-c2ccc(C3(O)CCC3)nc2)c1
**Lowest unoccupied orbital energy**: 0.25 eV
**Kohn-Sham gap**: 8.8 eV
**ΔE to the lowest compared entry with this formula, charge and spin**: 3.847 eV